Density functional theory data (the ωB97M-V functional and the def2-TZVPD basis) for C21H38FN8O6ReSSbSe4 as an isolated structure in a non-equilibrium geometry.

## Properties
Net charge   +3
E_tot   -12134.03034 Ha

CARTESIAN COORDINATES (ANGSTROEM)
Re -1.260 -1.013 -0.134
N -0.517 -2.290 -1.800
C 0.284 -3.423 -1.233
C 1.057 -4.272 -2.228
C 1.524 -5.598 -1.592
C 2.979 -5.642 -1.137
N 3.934 -5.662 -2.246
C 4.838 -4.731 -2.543
N 4.851 -3.554 -1.917
N 5.725 -4.965 -3.509
C 1.124 -2.663 -0.228
O 2.317 -2.538 -0.231
O 0.316 -1.995 0.601
H -1.296 -2.678 -2.325
H 0.064 -1.743 -2.438
H -0.441 -4.031 -0.687
H 1.905 -3.695 -2.609
H 0.414 -4.488 -3.083
H 1.347 -6.413 -2.295
H 0.915 -5.831 -0.715
H 3.147 -6.544 -0.548
H 3.206 -4.804 -0.484
H 3.974 -6.516 -2.783
H 4.185 -3.325 -1.197
H 5.596 -2.901 -2.089
H 5.798 -5.871 -3.944
H 6.453 -4.304 -3.721
F 4.889 -2.008 3.204
C 3.799 -1.260 3.302
C 3.381 -0.512 2.285
N 2.228 0.260 2.393
C 1.743 1.021 1.270
C 0.413 0.531 0.764
O 0.157 0.494 -0.504
O -0.573 0.178 1.478
C 1.564 0.427 3.604
O 0.671 1.239 3.725
N 1.994 -0.400 4.604
C 3.082 -1.291 4.585
O 3.361 -1.976 5.525
H 3.911 -0.475 1.345
H 2.440 0.973 0.437
H 1.606 2.073 1.544
H 1.516 -0.307 5.492
C 1.205 5.853 2.753
C -0.288 5.560 2.675
C -0.558 4.162 2.126
C -2.048 3.852 2.070
N -2.332 2.500 1.557
C -2.385 2.178 0.285
S -3.007 0.556 -0.141
N -2.126 3.050 -0.664
C -2.226 2.878 -2.124
C -3.196 3.874 -2.762
C -4.647 3.402 -2.839
C -5.357 3.313 -1.492
H 1.390 6.842 3.168
H 1.666 5.819 1.764
H 1.711 5.127 3.393
H -0.782 6.307 2.046
H -0.735 5.646 3.668
H -0.077 3.415 2.761
H -0.120 4.076 1.122
H -2.593 4.573 1.455
H -2.488 3.899 3.065
H -2.494 1.763 2.228
H -1.874 3.983 -0.361
H -2.531 1.851 -2.319
H -1.221 3.009 -2.527
H -2.828 4.081 -3.768
H -3.145 4.824 -2.221
H -4.684 2.435 -3.352
H -5.191 4.104 -3.473
H -4.896 2.579 -0.824
H -6.397 3.014 -1.621
H -5.357 4.278 -0.982
Se -6.894 -2.333 -2.415
Sb -5.874 -2.194 -0.177
Se -3.131 -2.365 -0.551
Se -6.400 -3.238 1.817
Se -6.711 -0.149 -1.280